1.
This record from the Open Molecules 2025 dataset describes a cluster of 2 separate species, C4H10N2O in total in a non-equilibrium geometry. The level of theory is the ωB97M-V functional and the def2-TZVPD basis.

```
17
Properties=species:S:1:pos:R:3
C -0.280 -0.531 -0.531
C 0.285 0.108 -1.759
C 1.285 1.426 0.982
N -1.144 0.125 0.215
N 0.206 -1.732 -0.180
C -2.219 -0.361 0.882
O -2.880 0.253 1.687
H 0.046 1.103 0.781
H -0.098 -2.164 0.678
H 1.068 -2.064 -0.578
H -2.496 -1.408 0.612
H 1.361 -0.040 -1.829
H 0.075 1.172 -1.764
H -0.212 -0.338 -2.626
H 1.598 2.465 0.936
H 1.335 1.115 2.024
H 2.069 0.870 0.471
```

Output
lowest unoccupied orbital energy = 0.290 eV
structure (SMILES) = C/C(N)=N/C=O.C
gap between HOMO and LUMO = 9.5 eV
HOMO = -9.2 eV
ΔE to the lowest compared entry with this formula, charge and spin = 259.1 kJ/mol
total energy = -343.10278 hartree

2.
This record from the Open Molecules 2025 dataset describes a structure of composition C58H59N3SSb4Ti. The level of theory is the ωB97M-V functional and the def2-TZVPD basis.

```
126
Properties=species:S:1:pos:R:3
Ti 0.682 -0.643 -0.450
C 2.895 2.339 0.854
Sb 1.403 0.905 1.830
C -0.270 -0.046 3.039
C 2.497 1.276 3.684
C 1.635 1.730 4.818
C 1.415 0.864 5.887
C 0.624 1.218 6.966
C 0.037 2.474 6.997
C 0.247 3.350 5.944
C 1.035 3.002 4.848
C 1.155 3.980 3.712
Sb -0.121 3.291 2.114
C -1.957 3.782 3.027
C 0.240 4.765 0.638
H 3.838 1.782 0.841
H 3.077 3.260 1.414
H 2.641 2.616 -0.174
H -0.633 0.561 3.871
H 0.070 -1.003 3.448
H -1.116 -0.223 2.367
H 3.254 2.011 3.410
H 3.001 0.343 3.937
H 1.886 -0.113 5.871
H 0.477 0.524 7.782
H -0.569 2.778 7.840
H -0.197 4.339 5.979
H 2.167 4.061 3.315
H 0.826 4.972 4.019
H -2.004 4.871 3.045
H -1.921 3.393 4.043
H -2.811 3.364 2.502
H 0.056 5.754 1.059
H -0.400 4.619 -0.230
H 1.286 4.690 0.346
N -1.172 -1.656 -2.761
C -0.926 -0.279 -2.910
C -1.568 0.379 -3.969
C -1.327 1.719 -4.145
C -0.476 2.410 -3.277
C 0.121 1.699 -2.272
N -0.096 0.377 -2.111
C -1.098 -2.593 -1.723
C -1.535 -3.903 -1.977
C -1.520 -4.813 -0.948
C -1.101 -4.436 0.334
C -0.687 -3.144 0.510
N -0.671 -2.257 -0.511
H -1.675 -2.025 -3.553
H -2.243 -0.160 -4.621
H -1.810 2.242 -4.960
H -0.293 3.469 -3.390
H 0.791 2.159 -1.556
H -1.876 -4.178 -2.966
H -1.846 -5.828 -1.132
H -1.105 -5.127 1.163
H -0.357 -2.766 1.471
S -2.225 1.184 0.221
Sb -3.925 2.381 -0.669
C -4.987 1.183 -2.014
C -4.716 -0.182 -2.037
C -5.447 -1.017 -2.871
C -6.443 -0.489 -3.681
C -6.718 0.872 -3.657
C -5.994 1.709 -2.820
C -3.427 4.109 -1.733
C -3.508 4.129 -3.123
C -3.179 5.279 -3.827
C -2.768 6.415 -3.143
C -2.690 6.405 -1.757
C -3.021 5.256 -1.053
C -5.188 3.005 0.865
C -5.468 2.096 1.883
C -6.315 2.463 2.917
C -6.876 3.733 2.936
C -6.600 4.637 1.921
C -5.757 4.275 0.879
H -3.939 -0.586 -1.395
H -5.254 -2.082 -2.879
H -7.018 -1.141 -4.326
H -7.501 1.279 -4.283
H -6.227 2.768 -2.800
H -3.843 3.251 -3.663
H -3.255 5.295 -4.907
H -2.521 7.315 -3.690
H -2.380 7.296 -1.225
H -2.963 5.264 0.031
H -5.016 1.110 1.880
H -6.539 1.758 3.707
H -7.534 4.019 3.746
H -7.045 5.623 1.936
H -5.558 4.984 0.084
C 7.819 -3.858 0.689
C 7.375 -3.534 1.964
C 6.141 -2.926 2.137
C 5.337 -2.645 1.035
C 5.789 -2.963 -0.242
C 7.028 -3.569 -0.413
Sb 3.441 -1.768 1.425
C 2.532 -3.567 2.107
C 1.747 -3.526 3.257
C 1.188 -4.688 3.776
C 1.417 -5.903 3.149
C 2.226 -5.961 2.019
C 2.789 -4.801 1.507
C 2.781 -1.820 -0.679
C 2.304 -2.967 -1.337
C 2.149 -2.989 -2.715
C 2.475 -1.870 -3.479
C 2.926 -0.721 -2.855
C 3.042 -0.682 -1.463
H 8.782 -4.331 0.555
H 7.994 -3.754 2.824
H 5.818 -2.682 3.144
H 5.190 -2.745 -1.118
H 7.376 -3.815 -1.408
H 1.571 -2.585 3.767
H 0.588 -4.643 4.676
H 0.991 -6.812 3.555
H 2.436 -6.914 1.551
H 3.469 -4.873 0.665
H 2.089 -3.856 -0.756
H 1.808 -3.895 -3.200
H 2.388 -1.904 -4.557
H 3.199 0.149 -3.438
H 3.459 0.205 -0.989
```

Output
lowest unoccupied orbital energy (alpha / beta) = -4.780 / -4.869 eV
gap between HOMO and LUMO (alpha / beta) = 6.2 / 6.1 eV
total charge = +2
2S+1 = 3
HOMO (alpha / beta) = -11.0 / -11.0 eV
ΔE to the lowest compared entry with this formula, charge and spin = 343.3 kJ/mol
total energy = -4617.89482 hartree

3.
This record from the Open Molecules 2025 dataset describes a structure of composition C3H5LiO4V in a non-equilibrium geometry. The level of theory is the ωB97M-V functional and the def2-TZVPD basis.

```
14
Properties=species:S:1:pos:R:3
V 1.671 1.813 -1.455
O 1.759 1.331 0.344
C 1.596 0.296 1.120
H 2.456 -0.402 1.135
H 1.106 0.509 2.090
C 0.389 -0.959 0.168
O -0.757 -0.075 0.219
C -1.317 0.368 -0.879
O -0.694 0.997 -1.704
O -2.546 -0.134 -0.822
Li -1.881 -1.550 1.473
H 0.453 -2.023 -0.115
H 0.973 -0.742 -0.739
H -3.208 0.570 -0.835
```

Output
lowest unoccupied orbital energy (alpha / beta) = -4.687 / -4.709 eV
gap between HOMO and LUMO (alpha / beta) = 4.7 / 7.6 eV
total charge = +1
2S+1 = 5
HOMO (alpha / beta) = -9.4 / -12.3 eV
ΔE to the lowest compared entry with this formula, charge and spin = 0.0 kJ/mol
total energy = -1369.40399 hartree

4.
This record from the Open Molecules 2025 dataset describes a structure of composition C45H53CdN3O3S5Si3. The level of theory is the ωB97M-V functional and the def2-TZVPD basis.

```
113
Properties=species:S:1:pos:R:3
Cd -0.557 0.367 -0.265
N 2.155 0.723 3.241
C 1.058 0.758 4.083
C 0.929 0.921 5.460
C -0.354 0.906 5.963
C -1.475 0.747 5.126
C -1.339 0.586 3.765
C -0.047 0.575 3.245
N 0.394 0.459 1.939
C 1.686 0.525 1.981
C 2.532 0.355 0.798
C 4.058 0.431 0.828
S 4.328 1.039 -0.859
C 3.050 -0.199 -1.302
N 2.005 0.001 -0.297
H 3.113 0.885 3.495
H 1.789 1.062 6.104
H -0.505 1.031 7.028
H -2.465 0.751 5.565
H -2.193 0.475 3.112
H 4.434 1.185 1.519
H 2.672 0.034 -2.292
C -3.526 3.175 -1.112
O -2.893 1.929 -0.853
Si -3.705 0.504 -0.566
C -4.433 0.599 1.168
C -5.205 0.434 -1.683
C -2.395 -0.767 -0.864
Si -2.714 -2.353 0.061
C -2.340 -2.286 1.900
C -4.545 -2.799 -0.047
C -1.831 -3.855 -0.648
Si -2.162 -1.033 -2.695
C -3.462 -2.165 -3.450
C -0.484 -1.770 -3.118
C -2.187 0.570 -3.648
H -4.170 3.112 -1.996
H -2.757 3.921 -1.296
H -4.130 3.503 -0.259
H -5.520 0.708 1.106
H -4.043 1.477 1.694
H -4.232 -0.286 1.775
H -5.865 1.282 -1.474
H -5.773 -0.483 -1.497
H -4.949 0.458 -2.745
H -3.102 -1.730 2.454
H -1.368 -1.836 2.100
H -2.324 -3.305 2.301
H -5.165 -2.146 0.579
H -4.699 -3.829 0.292
H -4.918 -2.730 -1.073
H -0.779 -3.670 -0.883
H -2.322 -4.209 -1.559
H -1.864 -4.665 0.088
H -3.260 -3.221 -3.245
H -3.475 -2.032 -4.537
H -4.463 -1.938 -3.075
H -0.315 -2.746 -2.656
H 0.326 -1.095 -2.809
H -0.413 -1.893 -4.204
H -3.137 1.106 -3.592
H -1.957 0.388 -4.703
H -1.422 1.232 -3.240
O 0.567 2.155 -0.900
C 0.709 3.496 -0.640
C -0.332 4.140 0.323
C -1.182 3.537 1.192
C -1.927 4.433 2.014
C -1.627 5.730 1.753
S -0.462 5.856 0.507
C 0.682 4.282 -1.963
C 1.044 5.565 -2.259
C 0.780 5.921 -3.614
C 0.238 4.891 -4.319
S 0.045 3.500 -3.342
C 2.098 3.725 0.005
C 3.290 3.967 -0.608
C 4.372 4.161 0.302
C 3.984 4.056 1.601
S 2.305 3.733 1.720
H -1.298 2.477 1.249
H -2.637 4.114 2.768
H -2.036 6.623 2.203
H 1.505 6.235 -1.544
H 0.996 6.894 -4.036
H -0.058 4.872 -5.357
H 3.391 4.016 -1.684
H 5.389 4.368 -0.006
H 4.585 4.150 2.494
O 0.702 -2.866 1.123
S 1.460 -3.166 -0.124
C 1.979 -4.876 -0.031
C 1.990 -5.509 1.200
C 2.373 -6.840 1.262
C 2.730 -7.520 0.103
C 2.696 -6.876 -1.127
C 2.311 -5.544 -1.200
C 3.056 -2.385 0.021
C 3.573 -2.056 1.189
C 4.692 -1.023 1.147
C 5.650 -1.454 0.050
C 5.119 -1.777 -1.116
C 3.606 -1.717 -1.229
H 1.676 -4.962 2.083
H 2.388 -7.350 2.217
H 3.021 -8.561 0.156
H 2.955 -7.414 -2.030
H 2.256 -5.035 -2.157
H 3.168 -2.412 2.132
H 5.203 -0.969 2.106
H 6.718 -1.446 0.229
H 5.713 -2.070 -1.973
H 3.258 -2.241 -2.118
```

Output
lowest unoccupied orbital energy = -0.503 eV
gap between HOMO and LUMO = 7.5 eV
HOMO = -8.0 eV
ΔE to the lowest compared entry with this formula, charge and spin = 285.1 kJ/mol
total energy = -5163.78049 hartree

5.
This record from the Open Molecules 2025 dataset describes a cluster of 2 separate species, CH9N2Si in total in a non-equilibrium geometry. The level of theory is the ωB97M-V functional and the def2-TZVPD basis.

```
13
Properties=species:S:1:pos:R:3
C 2.836 -0.062 -0.236
N -0.967 0.681 -0.124
N 1.747 -0.167 0.407
Si -2.420 -0.345 -0.040
H 3.771 -0.671 -0.027
H 3.212 0.494 -1.159
H -1.146 1.490 0.485
H 0.006 0.200 0.217
H -0.871 0.944 -1.002
H 1.916 -0.749 1.219
H -2.609 -0.798 1.371
H -3.388 0.614 -0.300
H -2.088 -1.631 -0.811
```

Output
lowest unoccupied orbital energy = -3.463 eV
gap between HOMO and LUMO = 11.4 eV
total charge = +1
HOMO = -14.9 eV
ΔE to the lowest compared entry with this formula, charge and spin = 24.8 kJ/mol
total energy = -442.19554 hartree

6.
This record from the Open Molecules 2025 dataset describes the molecule CH2O2S in a non-equilibrium geometry. The level of theory is the ωB97M-V functional and the def2-TZVPD basis.

```
6
Properties=species:S:1:pos:R:3
C -0.972 0.126 -0.269
O -1.945 -0.512 -0.301
O 1.566 0.173 -0.609
S 0.732 -0.687 0.283
H 1.337 -0.107 1.568
H -0.718 1.007 -0.672
```

Output
lowest unoccupied orbital energy (alpha / beta) = 0.123 / -2.979 eV
gap between HOMO and LUMO (alpha / beta) = 6.7 / 7.4 eV
2S+1 = 3
HOMO (alpha / beta) = -6.6 / -10.4 eV
ΔE to the lowest compared entry with this formula, charge and spin = 303.7 kJ/mol
total energy = -587.76101 hartree

- The lowest ΔE to the lowest compared entry with this formula, charge and spin belongs to which entry?
  C3H5LiO4V